# 1
DFT (ωB97M-V/def2-TZVPD) results for the molecule C8H17NO.

```
27
Properties=species:S:1:pos:R:3:forces:R:3
C -0.52253 0.05717 0.95344 0.0 2.8 -4.9
C -1.91998 1.67824 2.42804 0.1 -1.1 0.5
C 0.55944 2.05493 1.78117 -0.7 -1.8 2.7
C -0.49844 -2.26052 -0.98642 -0.6 -0.7 -2.3
C 0.39974 -0.80616 -2.82498 2.2 0.0 0.3
C 1.94257 -1.31868 -0.81785 -0.6 -2.0 -4.9
C -0.85064 1.50740 1.37432 2.3 -1.5 0.0
C 0.47938 -1.12512 -1.29296 0.1 -0.2 -1.3
N 0.00717 0.08451 -0.68201 -2.4 2.5 6.4
O 0.02876 1.25248 -1.19810 0.2 -1.7 0.2
H -0.25279 -0.67694 1.65547 0.5 -1.3 0.2
H -2.76944 1.10917 2.15545 -1.1 -0.6 -0.5
H -2.29402 2.64504 2.65804 0.1 1.3 -0.5
H -1.69373 1.29914 3.41796 0.7 -0.4 0.2
H 0.47852 2.84371 2.49462 -0.2 1.0 0.3
H 1.22241 1.32054 2.35160 -1.0 0.4 -0.8
H 1.09337 2.34495 0.95667 1.3 0.8 -2.1
H -1.24275 -2.29767 -1.83163 0.9 -0.3 0.4
H -0.03833 -3.23864 -0.90655 0.3 -0.1 -0.2
H -1.20235 -2.21033 -0.21443 -0.4 0.8 1.9
H 1.14867 -1.42659 -3.39396 -1.4 -0.1 0.4
H 0.81415 0.19858 -3.00380 -0.4 -0.2 0.3
H -0.64132 -0.80972 -3.11905 0.1 -0.3 -0.5
H 2.52290 -0.73681 -1.55335 0.2 0.2 1.0
H 2.02487 -1.08587 0.15429 0.7 1.1 3.4
H 2.27306 -2.37491 -0.98647 -0.4 0.7 0.2
H -1.06871 1.97212 0.43052 -0.6 0.5 -0.2
```
Forces are in eV/Å.

## Properties
HOMO (alpha / beta): -8.000 / -8.106 eV
energy relative to the best compared isomer or geometry (same formula, charge and spin): 631.0 kJ/mol
structure (SMILES): CC(C)/C=[N+](\[O-])C(C)(C)C
Kohn-Sham gap (alpha / beta): 8.46 / 8.99 eV
total energy: -12103.83005 eV

Table of natural (NBO) atomic charges, one value per atom, all in e: number 1, C, carries 0.0196; number 2, C, carries -0.6089; number 3, C, carries -0.5890; number 4, C, carries -0.6225; number 5, C, carries -0.6137; number 6, C, carries -0.5918; number 7, C, carries -0.3326; number 8, C, carries 0.0703; number 9, N, carries 0.0538; number 10, O, carries -0.4346; number 11, H, carries 0.1721; number 12, H, carries 0.2120; number 13, H, carries 0.2185; number 14, H, carries 0.2021; number 15, H, carries 0.2062; number 16, H, carries 0.1910; number 17, H, carries 0.2190; number 18, H, carries 0.2143; number 19, H, carries 0.2163; number 20, H, carries 0.2335; number 21, H, carries 0.2137; number 22, H, carries 0.2407; number 23, H, carries 0.2178; number 24, H, carries 0.2195; number 25, H, carries 0.2124; number 26, H, carries 0.2085; number 27, H, carries 0.2520

---

# 2
DFT (ωB97M-V/def2-TZVPD) results for a structure of composition C10H20N2PSY.

```
35
Properties=species:S:1:pos:R:3:forces:R:3
C -0.34158 0.37574 -3.22532 0.8 0.6 -0.3
C -1.14890 1.45171 -3.71848 0.7 -0.6 0.5
C -0.31806 2.56489 -4.06859 0.3 -0.9 1.0
C 1.01955 2.18361 -3.79070 0.2 -1.0 0.7
C 1.04988 0.82419 -3.27279 -1.1 0.1 0.2
Y 1.29060 -0.68897 -0.68266 -1.6 2.2 -1.5
P -0.18897 -2.93064 -0.90429 -0.1 -1.3 -0.5
H -0.68072 -0.64207 -2.91711 0.1 0.8 -0.4
H -2.23165 1.39040 -3.79094 0.2 0.2 0.0
H -0.66731 3.59349 -4.28727 0.3 -1.0 -0.1
H 1.94227 0.18965 -2.96807 -0.6 0.8 -0.9
H 1.92299 2.78376 -3.87644 -0.3 0.0 -0.1
H 0.88434 -3.44658 -1.77477 -0.9 0.0 0.7
H -1.31522 -2.98404 -1.81305 0.5 -0.3 0.5
H -0.44289 -4.07384 -0.01949 0.2 0.8 -1.0
C 2.42481 0.59744 1.36102 -0.7 -0.5 1.2
N 1.16271 -0.23257 1.55848 2.4 0.2 -0.5
C 1.21296 -1.33123 2.51964 0.4 0.4 -0.1
C -0.06936 0.46230 1.37678 0.3 0.9 -0.4
S -0.14538 1.45382 -0.01910 0.4 -0.1 -0.3
N -1.15864 -0.01906 2.03899 -1.6 -0.3 0.6
C -1.27769 0.10549 3.51400 -0.2 -0.2 -0.5
C -2.47750 0.07791 1.37034 0.1 -0.3 0.1
H 3.23456 0.23455 1.99725 -0.2 -0.4 -0.1
H 2.28010 1.64021 1.63645 -0.3 0.0 -0.3
H 2.81540 0.58238 0.31023 0.1 0.2 0.4
H 1.01320 -0.90484 3.50522 0.1 -0.6 0.2
H 0.47468 -2.07804 2.20980 0.1 0.2 0.4
H 2.21207 -1.77204 2.45022 -0.3 0.0 0.2
H -2.34127 0.22925 3.74177 0.2 0.1 0.1
H -0.96241 -0.83825 3.96844 0.0 0.3 0.3
H -0.71884 0.95636 3.93518 -0.1 -0.3 -0.3
H -2.96978 1.06963 1.52500 0.4 -0.6 -0.2
H -2.37925 -0.11202 0.28244 0.0 0.2 0.7
H -3.10468 -0.71261 1.82782 0.1 0.5 -0.3
```
Forces are in eV/Å.

## Properties
HOMO (alpha / beta): -5.380 / -5.588 eV
energy relative to the best compared isomer or geometry (same formula, charge and spin): 138.4 kJ/mol
Kohn-Sham gap (alpha / beta): 4.70 / 5.02 eV
total energy: -34834.78134 eV

Table of natural (NBO) atomic charges, one value per atom, all in e: number 1, C, carries -0.3865; number 2, C, carries -0.3093; number 3, C, carries -0.3155; number 4, C, carries -0.3003; number 5, C, carries -0.4350; number 6, Y, carries 1.2581; number 7, P, carries -0.1329; number 8, H, carries 0.1708; number 9, H, carries 0.1992; number 10, H, carries 0.2106; number 11, H, carries 0.1419; number 12, H, carries 0.1998; number 13, H, carries 0.0495; number 14, H, carries 0.0441; number 15, H, carries 0.0652; number 16, C, carries -0.4084; number 17, N, carries -0.5822; number 18, C, carries -0.4038; number 19, C, carries 0.0155; number 20, S, carries -0.2256; number 21, N, carries -0.4976; number 22, C, carries -0.4140; number 23, C, carries -0.4073; number 24, H, carries 0.2304; number 25, H, carries 0.2516; number 26, H, carries 0.1302; number 27, H, carries 0.1960; number 28, H, carries 0.2227; number 29, H, carries 0.2185; number 30, H, carries 0.2084; number 31, H, carries 0.1895; number 32, H, carries 0.2024; number 33, H, carries 0.1960; number 34, H, carries 0.2260; number 35, H, carries 0.1921

---

# 3
DFT (ωB97M-V/def2-TZVPD) results for the molecule C3N2O2.

```
7
Properties=species:S:1:pos:R:3:forces:R:3
C 0.91972 -0.12781 0.22590 -9.2 -2.1 -0.2
C -0.35494 -0.40352 0.21245 9.7 1.1 0.7
C 2.22677 0.14294 -0.01974 -3.2 -0.9 0.9
N 3.29001 0.41100 -0.24685 4.2 1.0 -0.9
N -1.68992 -0.11896 0.05081 -1.5 0.2 -1.3
O -1.79403 1.01123 -0.36715 -0.6 1.2 0.0
O -2.59761 -0.91489 0.14458 0.7 -0.4 0.6
```
Forces are in eV/Å.

## Properties
HOMO: -11.243 eV
energy relative to the best compared isomer or geometry (same formula, charge and spin): 631.3 kJ/mol
structure (SMILES): N#CC#C[N+](=O)[O-]
Kohn-Sham gap: 9.00 eV
total energy: -10178.83428 eV

Table of natural (NBO) atomic charges, one value per atom, all in e: number 1, C, carries -0.0120; number 2, C, carries 0.1814; number 3, C, carries 0.1709; number 4, N, carries -0.1759; number 5, N, carries 0.4512; number 6, O, carries -0.3072; number 7, O, carries -0.3086